Here is a 8-piece molecular cluster, C55H67BClN3O2P overall in a non-equilibrium geometry from OMol25. Energies are from the ωB97M-V functional and the def2-TZVPD basis.

Last column: Löwdin charge in e.
Cartesian coordinates (Å):
C -3.949 -2.074 -7.101  -0.101
C -4.658 -1.667 -5.806  -0.231
C -5.463 -0.344 -5.897  -0.231
N -5.078 0.705 -4.972  -0.015
C -5.616 0.676 -3.651  -0.835
Cl -7.444 0.889 -3.766  0.609
C -5.310 -0.523 -2.693  -0.218
O -4.181 -0.161 -1.988  -0.037
B -4.271 1.292 -1.761  -0.905
C -2.894 2.126 -1.846  -0.100
C -1.973 2.042 -0.619  -0.238
C -0.986 0.877 -0.626  -0.167
C -0.290 0.795 0.734  -0.119
N -0.303 -0.518 1.389  -0.101
C -1.232 -1.510 1.299  -0.080
C -0.867 -2.532 2.153  -0.130
C 0.325 -2.138 2.807  -0.135
C 0.634 -0.897 2.293  -0.116
P -5.459 1.743 -0.240  0.780
N -4.988 1.383 1.257  -0.372
O -5.107 1.737 -2.971  -0.076
H -3.936 -1.281 -7.837  0.060
H -4.411 -2.964 -7.513  0.060
H -2.930 -2.371 -6.875  0.056
H -3.942 -1.534 -5.002  0.071
H -5.330 -2.448 -5.463  0.096
H -5.317 0.050 -6.902  0.098
H -6.524 -0.537 -5.811  0.079
H -4.078 0.824 -4.923  0.119
H -5.238 -1.506 -3.149  0.111
H -6.194 -0.589 -2.048  0.083
H -3.150 3.172 -1.999  0.097
H -2.356 1.778 -2.728  0.089
H -1.360 2.949 -0.588  0.093
H -2.536 2.045 0.311  0.075
H -0.247 1.085 -1.394  0.109
H -1.473 -0.051 -0.905  0.100
H 0.747 1.106 0.696  0.117
H -0.793 1.485 1.408  0.119
H -2.089 -1.434 0.663  0.116
H -1.422 -3.436 2.308  0.091
H 0.851 -2.697 3.554  0.085
H 1.465 -0.276 2.567  0.109
H -6.683 1.082 -0.487  -0.024
H -5.785 3.113 -0.401  -0.024
H -4.074 0.949 1.205  -0.102
C -4.941 6.290 1.299  -0.089
C -3.973 5.309 1.136  -0.082
C -2.730 5.644 0.618  -0.094
C -2.453 6.960 0.272  -0.113
C -3.419 7.942 0.440  -0.107
C -4.665 7.605 0.951  -0.104
H -5.912 6.026 1.697  0.102
H -4.186 4.279 1.407  0.086
H -1.979 4.876 0.482  0.087
H -1.480 7.219 -0.130  0.093
H -3.202 8.969 0.172  0.094
H -5.423 8.369 1.076  0.095
C 2.191 -6.517 -0.812  -0.101
C 1.818 -5.264 -0.347  -0.082
C 1.512 -5.078 0.993  -0.074
C 1.592 -6.152 1.870  -0.087
C 1.967 -7.407 1.409  -0.107
C 2.264 -7.591 0.065  -0.130
H 2.427 -6.658 -1.861  0.098
H 1.763 -4.426 -1.027  0.100
H 1.195 -4.111 1.359  0.074
H 1.359 -6.010 2.918  0.099
H 2.029 -8.242 2.096  0.098
H 2.554 -8.569 -0.297  0.100
C 0.974 7.967 1.944  -0.092
C 0.625 6.721 2.442  -0.083
C 1.570 5.947 3.102  -0.085
C 2.863 6.424 3.267  -0.112
C 3.212 7.673 2.770  -0.117
C 2.268 8.443 2.106  -0.097
H 0.235 8.568 1.429  0.095
H -0.386 6.352 2.316  0.090
H 1.298 4.972 3.485  0.103
H 3.600 5.821 3.783  0.096
H 4.221 8.044 2.899  0.101
H 2.542 9.415 1.715  0.098
C 6.458 -8.022 -0.884  -0.090
C 7.726 -8.567 -1.031  -0.101
C 8.364 -9.145 0.058  -0.105
C 7.730 -9.184 1.292  -0.102
C 6.460 -8.641 1.438  -0.092
C 5.825 -8.057 0.351  -0.085
H 5.962 -7.567 -1.732  0.100
H 8.219 -8.540 -1.994  0.097
H 9.355 -9.566 -0.055  0.097
H 8.225 -9.637 2.141  0.097
H 5.965 -8.671 2.400  0.100
H 4.839 -7.628 0.465  0.078
C -1.002 -2.075 -4.032  -0.088
C 0.120 -2.864 -4.239  -0.099
C 1.273 -2.304 -4.773  -0.106
C 1.306 -0.953 -5.091  -0.103
C 0.182 -0.165 -4.882  -0.091
C -0.972 -0.728 -4.357  -0.089
H -1.903 -2.509 -3.617  0.106
H 0.095 -3.916 -3.983  0.096
H 2.149 -2.920 -4.939  0.095
H 2.207 -0.515 -5.502  0.096
H 0.205 0.889 -5.130  0.101
H -1.851 -0.116 -4.196  0.087
C -1.421 -3.758 7.243  -0.104
C -1.433 -3.261 5.947  -0.096
C -2.000 -2.023 5.681  -0.081
C -2.551 -1.278 6.715  -0.088
C -2.538 -1.773 8.012  -0.105
C -1.975 -3.014 8.277  -0.110
H -0.980 -4.725 7.449  0.095
H -1.000 -3.838 5.140  0.090
H -2.010 -1.642 4.668  0.095
H -2.992 -0.312 6.507  0.103
H -2.967 -1.191 8.818  0.096
H -1.968 -3.402 9.287  0.094
C 5.984 5.736 -0.542  -0.091
C 7.245 5.280 -0.899  -0.101
C 8.053 4.663 0.046  -0.103
C 7.597 4.497 1.346  -0.100
C 6.334 4.950 1.701  -0.093
C 5.528 5.573 0.759  -0.088
H 5.354 6.218 -1.279  0.101
H 7.598 5.404 -1.915  0.098
H 9.038 4.310 -0.231  0.097
H 8.225 4.011 2.082  0.098
H 5.977 4.818 2.714  0.095
H 4.546 5.930 1.038  0.083

Results
Total charge = -1
Lowest unoccupied orbital energy = 0.0761 hartree
Highest occupied orbital energy = -0.177 Ha
Kohn-Sham gap = 6.897 eV
2S+1 = 1